Record 1
{
  "formula": "C45H55F30NO20",
  "method": "the ωB97M-V functional and the def2-TZVPD basis",
  "elements": ["F", "F", "F", "F", "F", "F", "F", "F", "F", "F", "F", "F", "F", "F", "F", "F", "F", "F", "F", "F", "F", "F", "F", "F", "F", "F", "F", "F", "F", "F", "O", "O", "O", "O", "O", "O", "O", "O", "O", "O", "O", "O", "O", "O", "O", "O", "O", "O", "O", "O", "N", "C", "C", "C", "C", "C", "C", "C", "C", "C", "C", "C", "C", "C", "C", "C", "C", "C", "C", "C", "C", "C", "C", "C", "C", "C", "C", "C", "C", "C", "C", "C", "C", "C", "C", "C", "C", "C", "C", "C", "C", "C", "C", "C", "C", "C", "H", "H", "H", "H", "H", "H", "H", "H", "H", "H", "H", "H", "H", "H", "H", "H", "H", "H", "H", "H", "H", "H", "H", "H", "H", "H", "H", "H", "H", "H", "H", "H", "H", "H", "H", "H", "H", "H", "H", "H", "H", "H", "H", "H", "H", "H", "H", "H", "H", "H", "H", "H", "H", "H", "H"],
  "xyz": [[10.65, 15.65, 13.53], [20.05, 17.16, 19.87], [16.01, 17.35, 11.69], [14.70, 18.79, 10.68], [6.92, 16.83, 21.77], [6.97, 17.83, 23.67], [13.02, 22.91, 14.33], [15.91, 15.52, 15.51], [15.12, 17.56, 15.09], [10.09, 23.02, 12.50], [11.41, 17.64, 14.11], [18.32, 16.08, 19.26], [11.53, 20.06, 16.88], [14.40, 21.81, 13.01], [15.00, 23.65, 13.80], [14.60, 18.54, 12.84], [6.96, 18.96, 21.90], [18.84, 16.22, 21.40], [15.98, 14.32, 18.38], [16.08, 17.07, 17.06], [10.27, 21.73, 16.34], [15.91, 12.41, 17.29], [9.23, 17.03, 14.45], [6.61, 14.07, 20.72], [10.26, 23.53, 10.46], [15.67, 12.42, 19.37], [11.83, 22.39, 11.45], [8.60, 14.54, 21.65], [9.77, 19.83, 15.52], [8.18, 12.64, 20.67], [13.01, 13.82, 18.79], [18.24, 19.20, 19.78], [11.21, 25.31, 13.00], [12.41, 25.20, 11.12], [14.08, 21.04, 15.94], [9.61, 18.67, 21.93], [9.64, 14.39, 19.11], [16.79, 17.79, 20.85], [14.10, 15.86, 10.72], [9.32, 18.98, 18.26], [7.52, 14.85, 18.46], [13.55, 12.83, 16.88], [13.20, 15.63, 15.64], [9.10, 21.20, 18.53], [16.13, 22.00, 15.54], [9.49, 16.68, 23.04], [10.04, 18.79, 12.19], [12.51, 16.96, 11.82], [13.57, 16.71, 17.61], [9.28, 16.77, 11.54], [12.07, 8.73, 18.87], [12.22, 10.81, 20.16], [15.84, 18.96, 20.98], [8.96, 17.75, 22.46], [11.55, 24.74, 12.00], [10.25, 20.42, 16.63], [14.83, 21.79, 15.33], [10.88, 11.05, 20.04], [18.08, 21.23, 16.80], [9.43, 20.11, 17.87], [10.92, 23.40, 11.60], [8.57, 21.14, 19.90], [12.06, 27.57, 11.20], [14.77, 17.90, 11.67], [15.33, 16.59, 16.05], [11.95, 12.61, 14.99], [8.49, 14.46, 19.29], [10.33, 16.98, 13.65], [10.99, 19.76, 10.22], [15.13, 19.21, 19.65], [7.87, 15.41, 17.16], [13.90, 16.22, 16.46], [12.79, 9.65, 19.56], [9.85, 17.46, 12.27], [18.83, 16.87, 20.18], [11.58, 16.77, 24.30], [10.91, 16.50, 22.95], [11.92, 16.90, 19.33], [9.70, 19.52, 10.98], [12.14, 12.62, 16.48], [17.93, 18.15, 20.27], [10.73, 8.98, 18.91], [13.01, 26.46, 11.38], [13.08, 14.82, 10.50], [12.92, 13.92, 11.73], [10.12, 10.12, 19.40], [13.80, 13.34, 18.04], [15.37, 13.13, 18.29], [7.44, 17.81, 22.50], [7.05, 16.63, 16.99], [12.12, 16.59, 17.87], [14.28, 22.55, 14.11], [16.56, 21.20, 16.66], [7.97, 13.91, 20.62], [9.48, 21.87, 20.82], [13.63, 16.88, 11.42], [12.44, 11.74, 14.52], [18.36, 20.65, 17.69], [11.83, 11.68, 16.89], [9.09, 10.09, 19.45], [11.55, 13.36, 17.03], [12.70, 16.86, 24.27], [13.48, 26.36, 12.36], [16.13, 20.21, 16.60], [7.62, 21.71, 19.88], [10.94, 20.50, 9.47], [12.21, 13.18, 11.47], [15.90, 19.50, 18.92], [13.83, 26.49, 10.66], [12.87, 11.47, 20.72], [7.29, 17.15, 16.11], [12.66, 28.45, 11.49], [16.39, 19.83, 21.30], [11.17, 27.56, 11.86], [7.64, 14.64, 16.44], [11.90, 17.99, 19.61], [11.27, 16.00, 25.01], [10.06, 8.22, 18.58], [18.56, 20.94, 15.83], [11.85, 20.06, 10.88], [12.38, 14.45, 12.55], [11.87, 15.55, 17.60], [11.39, 17.74, 24.74], [12.22, 13.65, 14.65], [12.72, 16.33, 19.82], [15.21, 18.63, 21.86], [14.46, 20.10, 19.77], [13.43, 14.25, 9.65], [13.84, 13.41, 12.09], [11.31, 17.15, 22.16], [10.91, 16.56, 19.70], [11.35, 18.80, 9.90], [13.86, 9.47, 19.59], [7.24, 17.23, 17.86], [11.20, 15.52, 22.67], [11.69, 27.63, 10.14], [10.51, 11.93, 20.55], [18.38, 22.23, 17.04], [12.13, 15.26, 10.28], [8.91, 15.55, 17.13], [10.90, 12.57, 14.91], [5.99, 16.30, 16.80], [8.48, 20.12, 20.15], [16.12, 21.70, 17.52], [9.64, 22.93, 20.64], [14.53, 18.37, 19.31], [9.15, 21.75, 21.85], [9.23, 20.42, 11.41], [8.89, 19.02, 10.43], [11.68, 17.24, 17.04], [10.42, 21.32, 20.90]],
  "homo_lumo_gap_ev": 9.87,
  "smiles": "CCOC(=O)C(F)(F)F.CCOC(=O)C(F)(F)F.CCOC(=O)C(F)(F)F.CCOC(=O)C(F)(F)F.CCOC(=O)C(F)(F)F.CCOC(=O)C(F)(F)F.CCOC(=O)C(F)(F)F.CCOC(=O)C(F)(F)F.CCOC(=O)C(F)(F)F.CCOC(=O)C(F)(F)F.c1ccncc1",
  "homo_energy_ev": -9.570
}


Record 2
{
  "formula": "C4H13N2",
  "method": "the ωB97M-V functional and the def2-TZVPD basis",
  "elements": ["N", "N", "C", "C", "C", "C", "H", "H", "H", "H", "H", "H", "H", "H", "H", "H", "H", "H", "H"],
  "xyz": [[-0.23, 0.29, 0.71], [1.79, -1.33, 0.77], [0.95, 0.86, 1.25], [-2.22, 0.65, -1.46], [1.98, -0.27, 1.72], [-1.24, -0.40, -1.96], [0.83, -1.48, 0.51], [2.39, -2.15, 0.83], [-1.01, 0.71, 1.23], [1.51, 1.27, 0.38], [3.01, 0.07, 1.72], [-2.50, 1.33, -2.28], [-0.69, -0.97, -1.23], [-3.12, 0.19, -1.05], [-1.68, 1.18, -0.66], [-1.78, -1.07, -2.65], [0.79, 1.61, 2.01], [-0.50, 0.09, -2.60], [1.73, -0.58, 2.74]],
  "homo_lumo_gap_ev": 6.14,
  "homo_energy_ev": -14.796,
  "de_lowest_kcal_mol": 144.3,
  "charge": 1
}


Record 3
{
  "formula": "C26H21I2N9O4S3Sm",
  "method": "the ωB97M-V functional and the def2-TZVPD basis",
  "elements": ["Sm", "I", "I", "S", "S", "S", "O", "O", "O", "O", "N", "N", "N", "N", "N", "N", "N", "N", "N", "C", "C", "C", "C", "C", "C", "C", "C", "C", "C", "C", "C", "C", "C", "C", "C", "C", "C", "C", "C", "C", "C", "C", "C", "C", "C", "H", "H", "H", "H", "H", "H", "H", "H", "H", "H", "H", "H", "H", "H", "H", "H", "H", "H", "H", "H", "H"],
  "xyz": [[-0.26, -0.26, -0.40], [0.04, 2.41, -7.30], [-1.24, -2.82, -4.63], [0.11, -2.22, 1.70], [2.44, 0.17, -0.24], [-9.01, 3.21, -0.45], [-7.79, 3.98, -0.40], [-9.96, 3.49, 0.60], [-1.07, -0.98, -2.15], [-9.56, 3.05, -1.79], [2.98, -0.37, 2.30], [-0.25, -4.86, 1.15], [-7.17, 1.30, 0.07], [0.49, -3.79, -0.52], [-9.37, 0.49, -0.15], [-2.44, 0.04, 0.45], [-0.40, 1.68, -1.84], [0.88, -2.72, -1.32], [-0.09, -5.78, 0.16], [2.58, 0.59, 1.43], [0.10, -3.63, 0.77], [2.94, 1.08, 4.15], [0.09, 3.29, -4.06], [-0.48, 1.15, -3.10], [0.69, -5.70, -2.18], [-0.81, -0.24, -3.21], [2.54, 2.12, 3.29], [-4.51, -1.17, 0.50], [-0.29, 1.31, -5.54], [3.15, -0.16, 3.62], [-5.24, -0.01, 0.21], [-0.22, 1.93, -4.26], [0.13, 3.81, -2.79], [-8.47, 1.47, -0.12], [-8.91, -0.75, -0.04], [-4.51, 1.17, 0.04], [-7.55, -1.04, 0.05], [-3.15, -1.10, 0.60], [-3.15, 1.16, 0.17], [-0.59, -0.02, -5.65], [0.36, -5.13, -0.85], [-0.12, 2.96, -1.71], [2.36, 1.87, 1.95], [-6.70, 0.05, 0.11], [-0.83, -0.77, -4.50], [0.29, 3.92, -4.91], [-0.09, 3.36, -0.70], [-5.06, 2.09, -0.17], [3.09, 1.26, 5.20], [1.58, -5.24, -2.60], [2.38, 3.11, 3.69], [0.84, -6.77, -2.07], [-0.60, -5.13, 2.05], [-9.66, -1.54, -0.02], [3.14, -1.29, 1.91], [0.43, -2.81, -2.23], [-2.57, -1.99, 0.84], [-7.20, -2.06, 0.03], [0.36, 4.85, -2.63], [-0.65, -0.49, -6.62], [3.46, -1.01, 4.21], [2.08, 2.66, 1.27], [-2.58, 2.07, 0.07], [-0.13, -5.55, -2.88], [-5.01, -2.12, 0.65], [1.89, -2.73, -1.45]],
  "spin_multiplicity": 6,
  "homo_lumo_gap_ev": [4.09, 4.14],
  "s2": 8.758,
  "homo_energy_ev": [-8.500, -8.501],
  "de_lowest_kcal_mol": 16.2,
  "charge": 1
}


Record 4
{
  "formula": "C2H6N3S",
  "method": "the ωB97M-V functional and the def2-TZVPD basis",
  "elements": ["S", "N", "N", "N", "C", "C", "H", "H", "H", "H", "H", "H"],
  "xyz": [[2.61, 0.15, 0.06], [1.68, -0.97, -0.56], [-0.54, -0.47, 0.73], [-0.30, 1.65, -0.10], [0.32, -1.31, -0.35], [-1.09, 0.69, 0.35], [0.36, -2.33, -0.03], [-0.26, -1.04, -1.37], [-0.77, -1.08, 1.50], [-0.58, 2.52, -0.59], [0.73, 1.27, -0.16], [-2.16, 0.94, 0.53]],
  "homo_lumo_gap_ev": [7.32, 7.32],
  "smiles": "N/C=[NH+]\\CN=S",
  "homo_energy_ev": [-13.132, -13.131],
  "de_lowest_kcal_mol": 68.1,
  "charge": 1
}


Record 5
{
  "formula": "C45H45F6HfN12O4S2",
  "method": "the ωB97M-V functional and the def2-TZVPD basis",
  "elements": ["Hf", "S", "S", "F", "F", "F", "F", "F", "F", "O", "O", "O", "O", "N", "N", "N", "N", "N", "N", "N", "N", "N", "N", "N", "N", "C", "C", "C", "C", "C", "C", "C", "C", "C", "C", "C", "C", "C", "C", "C", "C", "C", "C", "C", "C", "C", "C", "C", "C", "C", "C", "C", "C", "C", "C", "C", "C", "C", "C", "C", "C", "C", "C", "C", "C", "C", "C", "C", "C", "C", "H", "H", "H", "H", "H", "H", "H", "H", "H", "H", "H", "H", "H", "H", "H", "H", "H", "H", "H", "H", "H", "H", "H", "H", "H", "H", "H", "H", "H", "H", "H", "H", "H", "H", "H", "H", "H", "H", "H", "H", "H", "H", "H", "H", "H"],
  "xyz": [[0.62, 0.18, -0.34], [3.19, -0.46, 0.83], [-0.33, 0.76, -2.82], [-0.73, -1.53, -7.33], [1.38, -1.22, -1.37], [-1.79, -0.57, -5.05], [2.53, 0.03, -3.26], [2.01, -1.69, -7.62], [3.61, -1.00, -5.53], [-4.89, 2.46, -3.00], [-5.69, -0.95, -0.77], [-3.72, 0.40, 1.29], [0.34, -1.55, 1.03], [-4.60, -3.11, -1.94], [-4.78, 1.14, -1.14], [-1.12, -1.83, -1.48], [2.07, 1.80, -1.16], [3.11, 1.31, 4.91], [-2.81, -1.30, 2.50], [0.58, 1.23, 1.51], [-1.35, 0.55, 5.37], [-0.92, 2.27, -0.49], [-1.55, -0.35, 0.90], [3.08, 2.11, 1.36], [4.80, 0.91, 2.40], [0.82, -2.61, 5.25], [-3.37, -3.71, 1.38], [4.38, 4.20, -2.00], [-2.75, -5.66, 0.12], [3.46, 3.20, 1.99], [-0.45, -0.60, -5.19], [0.63, 1.13, 2.67], [0.09, -1.12, -6.36], [0.35, -0.13, -4.14], [3.70, 0.95, 1.57], [-3.73, -4.83, 0.64], [-5.93, 0.32, -1.36], [-0.83, -1.33, 1.41], [-0.71, 3.58, -0.41], [-0.02, -3.12, 6.23], [-1.03, -2.49, 3.73], [-4.35, 2.14, -1.96], [-3.09, 2.74, -1.42], [2.91, 2.27, -1.79], [-1.41, -5.38, 0.36], [4.56, 3.19, 2.88], [0.75, 1.03, 4.02], [2.03, 1.18, 4.55], [-1.06, -4.28, 1.12], [1.47, -1.23, -6.49], [3.40, 3.06, -4.02], [-2.84, 4.11, -1.37], [0.32, -2.29, 4.00], [2.67, 4.43, 1.74], [-2.56, -1.81, -1.54], [-1.86, -3.01, 4.71], [-2.76, -0.31, 1.56], [3.95, 2.85, -2.60], [-1.65, -2.16, 2.39], [2.29, -0.86, -5.43], [-0.39, 0.77, 4.79], [1.73, -0.33, -4.28], [5.15, 1.88, -2.60], [6.39, 1.83, 3.97], [-1.63, 4.53, -0.83], [-2.03, -3.43, 1.63], [-2.11, 1.88, -0.96], [5.23, 2.00, 3.07], [-3.21, -2.90, -2.42], [-1.36, -3.32, 5.96], [4.19, 3.47, -4.65], [5.23, 0.01, 2.55], [-0.65, -6.04, -0.03], [-4.78, -5.08, 0.53], [4.68, 4.09, -0.96], [0.98, -1.91, 3.23], [-3.59, 4.81, -1.72], [-4.57, -3.73, -1.12], [-1.41, 5.58, -0.73], [0.25, 3.87, 0.01], [-6.09, 0.16, -2.43], [-2.94, -1.93, -0.52], [-6.84, 0.76, -0.92], [4.85, 0.88, -2.90], [2.38, 4.47, 0.69], [-4.15, -3.08, 1.79], [0.38, -3.36, 7.21], [7.22, 1.34, 3.44], [-0.71, -1.71, -2.40], [-2.26, 0.81, -0.98], [5.60, 1.83, -1.62], [-5.21, -3.50, -2.66], [-4.35, 1.05, -0.22], [-2.88, -0.84, -1.93], [1.86, -2.44, 5.47], [-3.03, -6.54, -0.45], [2.57, 3.76, -4.01], [3.07, 2.13, -4.46], [1.76, 4.40, 2.33], [-3.40, -1.26, 3.31], [6.11, 1.19, 4.80], [-5.02, -2.18, -1.61], [-2.90, -3.19, 4.50], [-2.65, -3.84, -2.36], [4.86, 4.07, 3.40], [5.23, 4.58, -2.57], [3.58, 4.93, -2.05], [6.74, 2.78, 4.36], [5.90, 2.24, -3.31], [-2.02, -3.72, 6.71], [-0.02, -4.06, 1.31], [3.23, 5.33, 2.01], [-5.43, -0.77, 0.15], [-0.77, -2.69, -1.09], [-3.22, -2.57, -3.46]],
  "homo_lumo_gap_ev": 7.58,
  "homo_energy_ev": -9.821,
  "charge": 1
}


Record 6
{
  "formula": "C8H15OPS",
  "method": "the ωB97M-V functional and the def2-TZVPD basis",
  "elements": ["S", "P", "O", "C", "C", "C", "C", "C", "C", "C", "C", "H", "H", "H", "H", "H", "H", "H", "H", "H", "H", "H", "H", "H", "H", "H"],
  "xyz": [[-0.67, -1.98, -1.45], [0.91, -1.56, 1.63], [-0.38, -4.15, 0.06], [-0.78, -3.61, -0.94], [-0.19, 1.46, 1.26], [1.33, 0.84, -0.70], [-0.37, 2.93, 0.89], [0.14, -0.82, 0.41], [0.02, 0.58, -0.01], [-1.52, 0.92, 1.92], [-1.64, -4.28, -1.99], [0.76, 1.47, 1.77], [-1.83, -5.28, -1.85], [-0.98, -4.28, -2.82], [-1.28, 0.05, 2.50], [0.43, 3.42, 0.45], [-2.08, 1.54, 2.71], [-2.52, -3.66, -2.02], [1.42, 0.32, -1.71], [-1.11, 3.08, 0.11], [-0.57, 3.49, 1.77], [2.18, 0.55, -0.05], [-0.77, 0.68, -0.65], [-2.11, 0.72, 1.08], [1.56, 1.92, -0.97], [0.64, -2.81, 1.30]],
  "homo_lumo_gap_ev": 8.67,
  "homo_energy_ev": -8.996,
  "de_lowest_kcal_mol": 53.4
}